[1]
Here is a molecular structure, C14H25BIO3P2Y in a non-equilibrium geometry from OMol25. Energies are from the ωB97M-V functional and the def2-TZVPD basis.

Each line ends with the natural charge from an NBO analysis.
Element x y z (Å)
C (1.350916, 0.157940, -0.973375)  -1.0888
I (-1.767750, -1.383968, -0.659739)  -0.1530
H (1.971704, 0.732995, -1.718273)  0.2466
H (1.988420, -0.712744, -0.630240)  0.2990
H (1.415565, 0.818002, -0.016117)  0.1286
Y (-0.577516, 1.569321, -0.141114)  1.7089
P (0.219125, -1.012418, -2.555559)  1.1718
C (0.858251, -2.558926, -1.791940)  -0.9584
C (-1.022483, -1.744939, -3.727226)  -0.9368
H (-0.421426, -2.174960, -4.533461)  0.2476
H (1.392555, -1.468928, -4.550488)  0.2613
H (-1.694328, -0.959448, -4.093161)  0.2512
H (1.277475, 0.319223, -4.264536)  0.2521
H (0.329134, -2.779052, -0.844508)  0.2585
H (-1.606642, -2.533690, -3.248754)  0.2526
C (1.489574, -0.661805, -3.817630)  -0.9770
H (0.632838, -3.337302, -2.534985)  0.2589
H (2.471741, -0.688472, -3.337013)  0.2479
H (1.933964, -2.424526, -1.613181)  0.2409
P (-0.340412, 1.764293, 2.440954)  0.8838
C (0.130898, 1.277921, 4.108370)  -0.9513
C (0.134330, 3.517433, 2.288199)  -0.9528
H (-2.562108, 2.133115, 1.414665)  0.2022
H (-2.401116, 2.586126, 3.153418)  0.2901
H (-2.591562, 0.848753, 2.691789)  0.3313
C (-2.160385, 1.817808, 2.404248)  -0.9613
H (-0.108594, 3.944867, 1.296473)  0.2140
H (-0.433579, 4.063614, 3.054078)  0.2805
H (-0.159635, 2.063784, 4.823980)  0.2799
H (1.221057, 1.138297, 4.179549)  0.2937
H (1.213177, 3.642951, 2.476899)  0.2932
H (-0.334553, 0.328876, 4.422270)  0.2920
C (0.221049, -0.382453, 1.785853)  0.1140
O (1.389551, -0.644031, 1.988547)  -0.4376
O (-2.133110, -1.207512, 2.660571)  -0.7047
B (-0.950913, -1.483485, 1.890966)  0.9340
O (-0.634823, -2.905723, 1.916597)  -0.6529
C (-1.628852, -3.443090, 2.673991)  0.2255
C (-1.978427, -4.765105, 2.799041)  -0.2278
C (-3.121105, -5.055066, 3.544023)  -0.1919
C (-3.854331, -4.066548, 4.187674)  -0.1930
C (-3.526049, -2.715790, 4.033536)  -0.2420
C (-2.456083, -2.433752, 3.216646)  0.2114
H (-1.436522, -5.567817, 2.305825)  0.2433
H (-3.407403, -6.082419, 3.722136)  0.2392
H (-4.746176, -4.293994, 4.808829)  0.2428
H (-3.986302, -1.865291, 4.535728)  0.2323

Atomic forces in eV per Å
C 1.351 1.483 0.752
I -1.844 1.867 1.405
H -0.545 -0.396 0.670
H -0.947 1.035 -0.348
H 0.534 -0.284 -0.465
Y 0.340 -2.862 -1.057
P 0.274 -1.456 -0.814
C 0.119 0.108 0.115
C -0.246 0.426 0.038
H -0.390 0.102 -0.033
H 0.349 0.383 0.020
H 0.103 -0.327 -0.149
H 0.301 -0.330 -0.112
H 0.785 -0.085 -0.707
H 0.072 0.200 -0.061
C 0.099 0.312 0.456
H 0.393 0.004 0.352
H -0.030 0.155 -0.401
H -0.305 -0.508 -0.222
P 0.222 0.692 0.433
C 0.360 -0.294 0.656
C 0.070 0.315 0.597
H -0.189 0.018 0.460
H -0.393 -0.100 -0.395
H 0.118 0.283 -0.218
C 0.039 0.175 0.188
H 0.032 0.034 0.236
H 0.190 0.260 -0.302
H -0.009 -0.181 -0.324
H -0.302 0.093 -0.177
H -0.391 -0.057 -0.160
H 0.032 0.345 -0.296
C 2.940 -2.386 -0.187
O -3.122 1.301 -0.675
O 2.277 0.215 -0.340
B -1.186 -2.354 1.290
O 0.291 2.747 -0.282
C -1.569 0.457 0.436
C -0.016 -0.425 -0.051
C -0.032 -0.019 0.601
C -0.789 0.542 0.591
C 0.426 0.438 -0.107
C 0.069 -1.547 -0.662
H 0.089 0.244 0.144
H 0.021 -0.048 -0.247
H 0.878 -0.093 -0.498
H -0.472 -0.484 -0.147

- charge = +2
- E_LUMO (spin up / spin down) (eV) = -7.93 / -8.10
- relative energy (zero: lowest compared OMol25 entry of this formula, charge and spin) (kJ/mol) = 0.0
- gap between HOMO and LUMO (spin up / spin down) (eV) = 5.284 / 5.013
- DFT total energy (a.u.) = -1817.07417

[2]
Here is a gas-phase ion, C7H6N3O2S (charge -1) in a non-equilibrium geometry from OMol25. Energies are from the ωB97M-V functional and the def2-TZVPD basis.

Each line ends with the natural charge from an NBO analysis.
Element x y z (Å)
C (0.786526, -1.542877, 0.363407)  -0.6093
C (0.274706, -0.351957, -0.504064)  -0.4187
C (-0.553110, 0.675083, 0.335069)  0.0784
N (-1.844625, 0.335627, 0.597994)  -0.2711
N (-2.324099, 1.282806, 1.457737)  -0.3329
C (-1.401752, 2.283292, 1.600789)  -0.0314
C (-1.391307, 3.351884, 2.549113)  0.0982
S (-2.648000, 3.472706, 3.613850)  -0.2955
N (-0.312118, 4.159849, 2.502650)  -0.6215
C (0.794426, 3.793104, 1.913141)  0.8408
O (1.859502, 4.357536, 1.899282)  -0.6365
O (0.836247, 2.678248, 0.965810)  -0.5026
C (-0.249106, 1.895092, 0.970202)  0.2295
H (1.104459, -2.416725, -0.198686)  0.1933
H (-0.182085, -1.904935, 0.766943)  0.2143
H (1.521514, -1.349945, 1.109817)  0.2082
H (-0.498944, -0.767632, -1.168351)  0.2178
H (1.107413, 0.168915, -1.044161)  0.2121
H (-3.247939, 1.596968, 1.725583)  0.4270

Atomic forces in eV per Å
C -2.304 -0.275 -0.814
C 0.067 0.922 0.768
C -0.423 -1.410 -0.292
N 0.128 0.677 0.438
N 1.901 1.210 -0.806
C 0.384 -1.370 0.415
C 0.606 0.678 -0.392
S -0.778 0.391 0.477
N -1.648 -0.395 1.458
C 1.671 0.178 -2.281
O 0.424 0.420 0.592
O -0.098 -0.660 0.544
C -0.609 0.311 -0.572
H 0.402 0.194 -0.584
H 0.766 0.105 0.661
H 0.308 0.503 0.644
H 0.653 0.176 -0.249
H -0.894 -0.439 0.262
H -0.557 -1.218 -0.269

- charge = -1
- E_LUMO (eV) = 3.42
- relative energy (zero: lowest compared OMol25 entry of this formula, charge and spin) (kJ/mol) = 0.0
- SMILES string = CCc1n[nH]c2c(=S)nc([O-])oc12
- gap between HOMO and LUMO (eV) = 8.154
- DFT total energy (a.u.) = -983.34193

[3]
Here is a single C3H3NOS molecule in a non-equilibrium geometry from OMol25. Energies are from the ωB97M-V functional and the def2-TZVPD basis.

Each line ends with the natural charge from an NBO analysis.
Element x y z (Å)
C (-2.033990, -0.723131, -0.016938)  -0.2916
O (-0.658178, -1.235312, 0.025644)  -0.4630
C (0.228434, -0.171739, -0.080224)  0.0249
S (1.774156, -0.341852, 0.005599)  0.1727
C (-0.308612, 1.106730, 0.016940)  0.1462
N (-0.485040, 2.243843, 0.013813)  -0.2197
H (-2.198770, -0.487202, 1.041655)  0.1944
H (-2.652398, -1.540696, -0.354416)  0.2172
H (-2.189615, 0.401955, -0.597328)  0.2189

Atomic forces in eV per Å
C 0.141 2.392 0.241
O 0.102 2.518 -1.493
C -1.784 -3.338 1.205
S 2.528 -0.503 -0.245
C -0.083 2.657 -0.483
N -0.399 -0.015 0.184
H -0.718 -0.082 -0.283
H -0.206 0.155 -0.277
H 0.419 -3.783 1.153

- E_LUMO (eV) = -1.11
- relative energy (zero: lowest compared OMol25 entry of this formula, charge and spin) (kJ/mol) = 204.4
- SMILES string = COC(=S)C#N
- gap between HOMO and LUMO (eV) = 8.635
- DFT total energy (a.u.) = -644.20908

[4]
Here is 2 unconnected molecules or ions with the total composition C11H12NO2 in a non-equilibrium geometry from OMol25. Energies are from the ωB97M-V functional and the def2-TZVPD basis.

Each line ends with the Löwdin spin population.
Element x y z (Å)
C (-3.862868, -0.217074, -0.208233)  0.0053
C (-0.210413, 0.728000, 0.107296)  0.0021
C (-1.410163, 0.170996, 0.822572)  0.0063
C (-2.330007, 0.016433, -0.232551)  0.0390
C (-1.778564, 0.302759, -1.496985)  -0.0102
C (0.932821, 1.081099, 0.865682)  0.0069
C (0.828229, 1.163581, 2.166328)  0.0072
C (-0.299125, 0.651648, 2.787952)  0.0060
C (-1.397427, 0.009258, 2.148981)  0.0127
N (-0.485350, 0.787485, -1.231490)  0.0520
H (1.949860, 1.317495, 0.473507)  -0.0003
H (1.483799, 1.648785, 2.883896)  0.0001
H (0.154751, 1.156557, -2.050835)  -0.0027
H (-0.297956, 0.514180, 3.947191)  0.0001
H (-2.305089, 0.324380, -2.401177)  -0.0013
H (-2.209586, -0.399833, 2.875839)  0.0004
H (-4.025941, -0.279039, 0.772151)  -0.0001
H (-4.390322, -1.001581, -0.989677)  0.0017
H (-4.205021, 0.779725, -0.519660)  0.0022
C (1.712530, -2.123228, -0.976808)  0.0358
C (2.476661, -0.888324, -1.213978)  0.0324
O (3.651342, -0.876027, -0.809764)  0.1025
O (1.918133, -0.022416, -1.979689)  0.6871
H (1.200931, -2.677507, -1.826172)  0.0002
H (0.930705, -2.202674, -0.213280)  -0.0002
H (2.585474, -2.876229, -0.637279)  0.0147

Atomic forces in eV per Å
C 1.220 0.251 -4.803
C -0.400 -0.768 1.823
C 1.570 1.298 -4.764
C -2.061 -1.302 -3.903
C 1.364 0.419 4.845
C 1.515 0.559 -4.803
C -1.438 0.004 4.525
C -1.798 -2.215 3.129
C 0.455 0.985 4.692
N 0.937 0.379 -3.441
H -1.196 0.082 -0.427
H 0.713 -0.290 -0.694
H -1.628 -1.074 2.905
H 0.103 0.697 -2.171
H -0.127 0.159 -1.246
H 1.347 0.583 -1.953
H -1.870 -1.061 3.810
H 1.701 1.660 2.432
H -0.527 -0.357 0.092
C 0.160 -4.644 0.447
C 1.766 -1.437 0.400
O -1.548 1.506 -0.887
O 0.587 0.804 0.027
H 0.836 1.289 0.363
H 0.342 0.878 0.196
H -2.022 1.595 -0.592

- multiplicity = 2
- E_LUMO (spin up / spin down) (eV) = 0.71 / -3.44
- relative energy (zero: lowest compared OMol25 entry of this formula, charge and spin) (kJ/mol) = 333.5
- gap between HOMO and LUMO (spin up / spin down) (eV) = 8.788 / 4.437
- DFT total energy (a.u.) = -631.43024
- ⟨S²⟩ = 0.76

[5]
Here is a single C2H6ClN3 molecule in a non-equilibrium geometry from OMol25. Energies are from the ωB97M-V functional and the def2-TZVPD basis.

Each line ends with the natural charge from an NBO analysis.
Element x y z (Å)
H (-0.926427, 2.490268, -0.401880)  0.3663
N (-1.298980, 1.473470, -0.351342)  -0.7713
C (-0.569079, 0.521599, 0.152107)  0.4178
C (0.982362, 0.641537, 0.544246)  -0.4420
Cl (2.154248, -0.428776, -0.263481)  -0.0407
N (-1.171254, -0.675910, 0.374103)  -0.4472
N (-2.400313, -0.997760, -0.189699)  -0.6578
H (1.246958, 1.678791, 0.419108)  0.2273
H (1.087832, 0.325056, 1.633427)  0.2311
H (-0.616240, -1.585415, 0.396272)  0.3937
H (-3.254767, -0.889014, 0.354216)  0.3553
H (-2.545449, -0.307913, -0.931522)  0.3675

Atomic forces in eV per Å
H -0.153 -2.739 0.148
N 1.131 1.106 0.673
C 0.740 1.724 -0.926
C -1.918 -0.939 1.820
Cl -0.386 0.108 -0.403
N 1.190 -2.907 0.998
N -1.015 0.557 -1.784
H 0.272 0.118 -0.124
H -0.292 0.755 -1.302
H -0.443 2.309 0.067
H 0.794 0.190 0.959
H 0.082 -0.283 -0.126

- E_LUMO (eV) = 0.91
- relative energy (zero: lowest compared OMol25 entry of this formula, charge and spin) (kJ/mol) = 109.0
- SMILES string = [H]/N=C(\CCl)NN
- gap between HOMO and LUMO (eV) = 9.879
- DFT total energy (a.u.) = -704.21204

[6]
Here is a gas-phase ion, C3H9N2S (charge +1) in a non-equilibrium geometry from OMol25. Energies are from the ωB97M-V functional and the def2-TZVPD basis.

Each line ends with the natural charge from an NBO analysis.
Element x y z (Å)
N (1.653351, -1.229404, -1.617783)  -0.7195
C (0.443933, -0.744607, -1.249570)  0.4091
N (-0.033760, -0.908657, -0.044833)  -0.4885
C (-1.099226, -0.093177, 0.422456)  -0.2342
C (-0.589989, 0.860580, 1.495983)  -0.5222
S (0.462783, 2.316733, 0.975360)  -0.0004
H (2.235691, -1.510844, -0.883850)  0.4027
H (2.192340, -0.925578, -2.372679)  0.4364
H (-0.399094, -0.224595, -1.904493)  0.2503
H (0.625514, -1.321137, 0.600359)  0.4107
H (-1.928898, -0.818296, 0.777995)  0.2406
H (-1.452613, 0.409141, -0.457138)  0.2125
H (-1.650192, 1.097453, 2.042846)  0.2533
H (0.036990, 0.347870, 2.135842)  0.2138
H (-0.496832, 2.744518, 0.079505)  0.1353

Atomic forces in eV per Å
N -2.887 0.736 0.829
C -0.960 0.427 -1.363
N 2.270 -0.638 -1.351
C -1.410 -1.199 0.996
C -3.939 1.789 -0.191
S -1.917 -0.904 -0.711
H 0.870 -0.704 1.306
H 0.158 0.643 -1.809
H 2.770 -1.082 0.551
H -0.324 -0.140 0.571
H 1.191 1.501 -0.175
H -0.608 0.518 -0.161
H 2.967 0.183 -0.816
H 1.010 -1.145 1.743
H 0.810 0.015 0.581

- charge = +1
- E_LUMO (eV) = -3.92
- relative energy (zero: lowest compared OMol25 entry of this formula, charge and spin) (kJ/mol) = 115.7
- SMILES string = N/C=[NH+]/CCS
- gap between HOMO and LUMO (eV) = 9.207
- DFT total energy (a.u.) = -627.12600